Arrangement w

Molecular formula: C2H7N2OS
Method: DFT, ωB97M-V with the def2-TZVPD basis set

XYZ file:
```
13
Properties=species:S:1:pos:R:3:nbo_charge:R:1
C 1.22 -0.89 0.48 -0.414
N 0.30 -0.57 -0.66 -0.538
C -0.79 0.39 -0.11 0.412
N -0.34 1.70 -0.14 -0.855
O -1.33 -0.23 1.04 -0.558
S -2.41 -0.34 -0.33 0.469
H 1.30 -0.04 1.04 0.230
H 0.61 -1.62 1.15 0.249
H 2.12 -1.32 0.04 0.244
H -0.21 -1.50 -0.96 0.476
H 0.82 -0.06 -1.26 0.431
H -0.57 2.34 -0.95 0.434
H -0.73 2.15 0.66 0.420
```

## Properties
Frontier orbital gap ... 9.431 eV
Charge ... +1
Highest occupied orbital energy ... -13.94 eV

Arrangement x

Molecular formula: C2H7N2OS
Method: DFT, ωB97M-V with the def2-TZVPD basis set

XYZ file:
```
13
Properties=species:S:1:pos:R:3:nbo_charge:R:1
C -0.57 -0.47 -0.21 0.265
C 1.67 0.46 0.08 -0.443
N -0.28 -1.77 -0.04 -0.748
N 0.28 0.58 -0.23 -0.525
O -1.98 1.22 0.35 -0.859
S -2.20 -0.23 -0.09 0.759
H 2.27 1.25 -0.20 0.247
H 1.91 0.45 1.17 0.230
H 2.08 -0.33 -0.50 0.214
H 0.71 -2.13 -0.03 0.446
H -1.10 -2.39 0.00 0.432
H -0.18 1.52 -0.19 0.454
H -2.61 1.83 -0.10 0.528
```

## Properties
Frontier orbital gap ... 10.060 eV
Charge ... +1
Highest occupied orbital energy ... -14.00 eV

Stability, highest: arrangement x

Arrangement w

Molecular formula: C4H13NOS2
Method: DFT, ωB97M-V with the def2-TZVPD basis set

XYZ file:
```
21
Properties=species:S:1:pos:R:3:nbo_charge:R:1
C 2.22 0.93 -2.02 -0.408
N 1.58 0.26 -0.93 -0.623
C 0.18 0.59 -0.80 -0.219
C -0.48 -0.28 0.28 -0.416
C -1.41 0.48 1.21 -0.530
S -2.90 1.09 0.35 0.082
S -4.48 0.33 1.26 -0.123
H 3.26 0.63 -2.11 0.203
H 2.22 2.01 -1.97 0.161
H 1.69 0.74 -2.96 0.193
H 2.06 0.42 -0.05 0.357
H -0.36 0.39 -1.72 0.197
H -0.01 1.66 -0.61 0.153
H -0.95 -1.12 -0.20 0.215
H 0.30 -0.75 0.89 0.191
H -1.67 -0.01 2.14 0.237
H -0.89 1.40 1.50 0.215
H -4.76 -0.81 0.59 0.114
O 1.80 -2.86 1.84 -0.926
H 0.97 -2.66 2.31 0.461
H 1.61 -2.42 1.00 0.468
```

## Properties
Frontier orbital gap ... 9.666 eV
Highest occupied orbital energy ... -9.11 eV

Arrangement x

Molecular formula: C4H13NOS2
Method: DFT, ωB97M-V with the def2-TZVPD basis set

XYZ file:
```
21
Properties=species:S:1:pos:R:3:nbo_charge:R:1
C -2.30 1.12 -1.10 -0.744
S -1.96 0.83 0.67 0.062
S -2.83 -1.02 0.95 0.089
C -1.37 -2.10 0.97 -0.742
H -2.21 0.17 -1.62 0.224
H -3.30 1.52 -1.21 0.223
H -1.56 1.82 -1.48 0.228
H -0.69 -1.78 1.75 0.226
H -1.75 -3.10 1.19 0.228
H -0.88 -2.11 0.01 0.210
N 1.13 -0.41 -1.36 -0.828
C 1.89 -0.21 -0.11 -0.232
C 1.91 1.26 0.26 -0.066
O 2.47 1.34 1.57 -0.728
H 0.15 -0.28 -1.13 0.345
H 1.23 -1.39 -1.61 0.354
H 2.90 -0.59 -0.23 0.192
H 1.43 -0.73 0.74 0.169
H 0.87 1.60 0.26 0.157
H 2.51 1.84 -0.43 0.164
H 2.36 2.23 1.91 0.469
```

## Properties
Frontier orbital gap ... 9.583 eV
Highest occupied orbital energy ... -8.94 eV

Stability, highest: arrangement x

Arrangement w

Molecular formula: C4H10S2
Method: DFT, ωB97M-V with the def2-TZVPD basis set

XYZ file:
```
16
Properties=species:S:1:pos:R:3:nbo_charge:R:1
C -3.29 0.17 -0.27 -0.622
C -1.91 0.23 0.44 -0.527
S -1.19 -1.44 0.44 0.118
S 0.82 -1.03 0.69 -0.025
C 1.99 -0.16 -0.50 -0.483
C 3.29 0.03 0.23 -0.632
H -3.72 1.18 -0.21 0.214
H -3.14 0.13 -1.35 0.215
H -3.87 -0.61 0.20 0.216
H -1.23 0.91 -0.07 0.215
H -2.08 0.56 1.47 0.209
H 1.48 0.75 -0.82 0.210
H 1.97 -0.85 -1.35 0.218
H 3.31 0.79 1.00 0.226
H 3.60 -0.93 0.66 0.223
H 3.99 0.27 -0.57 0.226
```

## Properties
Frontier orbital gap ... 8.889 eV
Highest occupied orbital energy ... -8.19 eV

Arrangement x

Molecular formula: C4H10S2
Method: DFT, ωB97M-V with the def2-TZVPD basis set

XYZ file:
```
16
Properties=species:S:1:pos:R:3:nbo_charge:R:1
C -0.63 0.93 1.43 -0.431
C -1.81 0.56 0.92 -0.155
C -2.26 0.84 -0.47 -0.657
H -0.18 0.36 2.23 0.199
H -0.18 1.86 1.10 0.202
H -2.54 0.04 1.52 0.192
H -1.59 1.46 -1.06 0.216
H -3.21 1.40 -0.44 0.212
H -2.51 -0.06 -1.03 0.224
C 1.32 -1.39 -0.79 -0.736
S 2.47 -0.22 -1.57 0.073
S 4.08 0.02 -0.28 -0.154
H 0.78 -1.62 -1.71 0.235
H 1.83 -2.31 -0.49 0.218
H 0.74 -0.99 0.03 0.231
H 3.68 -0.88 0.63 0.132
```

## Properties
Frontier orbital gap ... 8.683 eV
Highest occupied orbital energy ... -8.04 eV

Stability, highest: arrangement w

Arrangement w

Molecular formula: C4H10S2
Method: DFT, ωB97M-V with the def2-TZVPD basis set

XYZ file:
```
16
Properties=species:S:1:pos:R:3:nbo_charge:R:1
C -2.77 -0.74 -1.31 -0.620
C -1.37 -0.49 -1.84 -0.541
S -0.48 0.83 -0.97 0.082
S 0.12 -0.13 0.80 0.053
C 1.64 0.88 1.02 -0.511
C 2.58 0.32 2.07 -0.620
H -2.70 -0.84 -0.23 0.212
H -3.51 0.03 -1.56 0.213
H -3.23 -1.65 -1.70 0.210
H -0.79 -1.42 -1.82 0.223
H -1.40 -0.23 -2.90 0.227
H 1.28 1.85 1.36 0.206
H 2.12 1.11 0.07 0.224
H 2.06 0.13 3.01 0.213
H 3.03 -0.63 1.77 0.211
H 3.43 0.99 2.23 0.220
```

## Properties
Frontier orbital gap ... 8.709 eV
Highest occupied orbital energy ... -8.02 eV

Arrangement x

Molecular formula: C4H10S2
Method: DFT, ωB97M-V with the def2-TZVPD basis set

XYZ file:
```
16
Properties=species:S:1:pos:R:3:nbo_charge:R:1
C -3.60 -0.38 -0.05 -0.687
C -2.18 -0.81 0.11 -0.226
S -0.87 0.09 -0.15 0.048
H -4.13 -0.50 0.90 0.235
H -4.10 -1.03 -0.78 0.236
H -3.67 0.65 -0.39 0.230
H -2.05 -1.85 0.44 0.191
C 2.49 1.34 -0.22 -0.621
C 2.07 0.11 0.57 -0.522
S 2.71 -1.45 -0.12 -0.058
H 2.11 2.25 0.27 0.210
H 2.08 1.31 -1.24 0.204
H 3.58 1.42 -0.29 0.215
H 0.99 0.04 0.66 0.218
H 2.48 0.15 1.59 0.212
H 2.11 -1.35 -1.31 0.114
```

## Properties
Frontier orbital gap ... 8.315 eV
Highest occupied orbital energy ... -8.61 eV

Stability, highest: arrangement w

Arrangement w

Molecular formula: CH4N2OS
Method: DFT, ωB97M-V with the def2-TZVPD basis set

XYZ file:
```
9
Properties=species:S:1:pos:R:3:nbo_charge:R:1
C 0.13 -0.30 0.18 0.152
H -0.50 -1.68 1.60 0.431
H -1.81 -0.36 1.21 0.407
H -1.15 1.11 -1.13 0.366
H 1.86 1.22 -0.76 0.401
N -0.95 -0.86 0.94 -0.857
N -0.04 0.54 -0.82 -0.230
O 0.84 1.01 -1.66 -0.510
S 1.63 -0.68 0.45 -0.159
```

## Properties
Frontier orbital gap ... 9.163 eV
Highest occupied orbital energy ... -8.63 eV

Arrangement x

Molecular formula: CH4N2OS
Method: DFT, ωB97M-V with the def2-TZVPD basis set

XYZ file:
```
9
Properties=species:S:1:pos:R:3:nbo_charge:R:1
C -1.51 -0.28 -0.18 0.890
N -1.96 0.82 -0.27 -0.807
N 0.87 0.64 0.52 -1.140
O -1.28 -1.41 -0.10 -0.548
S 1.91 -0.40 -0.07 0.651
H 2.02 -1.25 1.02 0.108
H -2.11 1.78 0.08 0.454
H 0.88 1.59 -0.04 0.362
H 1.18 -1.50 -0.96 0.030
```

## Properties
Frontier orbital gap ... 9.142 eV
Highest occupied orbital energy ... -8.71 eV

Arrangement y

Molecular formula: CH4N2OS
Method: DFT, ωB97M-V with the def2-TZVPD basis set

XYZ file:
```
9
Properties=species:S:1:pos:R:3:nbo_charge:R:1
O 1.16 -0.40 -1.85 -0.556
N -0.08 -0.15 -1.26 -0.351
C 0.11 0.12 0.11 0.233
N -0.84 -0.08 0.89 -0.570
S -0.65 0.68 2.50 0.130
H 1.09 0.35 -2.42 0.476
H -0.72 -0.89 -1.43 0.367
H 1.07 0.71 0.36 0.169
H -1.13 -0.34 3.09 0.103
```

## Properties
Frontier orbital gap ... 9.723 eV
Highest occupied orbital energy ... -8.86 eV

Arrangement z

Molecular formula: CH4N2OS
Method: DFT, ωB97M-V with the def2-TZVPD basis set

XYZ file:
```
9
Properties=species:S:1:pos:R:3:nbo_charge:R:1
C -1.57 0.15 -0.13 -0.290
N 0.80 -0.09 0.04 -0.667
N -0.35 -0.76 -0.25 -0.462
O -4.01 0.68 -0.13 -0.935
S -3.10 -0.47 0.14 1.032
H -1.29 1.09 -0.49 0.216
H 1.17 0.21 -0.85 0.362
H 0.77 0.58 0.82 0.363
H -0.46 -1.78 -0.13 0.383
```

## Properties
Frontier orbital gap (alpha / beta) ... 8.120 / 8.121 eV
Highest occupied orbital energy (alpha / beta) ... -8.26 / -8.26 eV

Stability, highest: arrangement y

Arrangement w

Molecular formula: C2H2S3
Method: DFT, ωB97M-V with the def2-TZVPD basis set

XYZ file:
```
7
Properties=species:S:1:pos:R:3:nbo_charge:R:1
S 0.25 -2.63 -1.25 0.155
C -0.08 -1.32 -0.41 -0.446
S 0.03 0.45 -1.15 0.347
C 0.04 1.29 0.38 -0.517
S 0.44 2.84 0.61 0.070
H -0.44 -1.28 0.60 0.194
H -0.23 0.66 1.22 0.196
```

## Properties
Frontier orbital gap ... 7.984 eV
Highest occupied orbital energy ... -8.99 eV

Arrangement x

Molecular formula: C2H2S3
Method: DFT, ωB97M-V with the def2-TZVPD basis set

XYZ file:
```
7
Properties=species:S:1:pos:R:3:nbo_charge:R:1
S -0.21 0.23 -2.26 0.182
C -0.15 0.75 -0.80 -0.399
C 0.12 0.13 0.53 -0.376
S 1.47 0.35 1.35 0.101
S -1.18 -0.96 0.93 0.132
H -0.11 1.82 -0.74 0.218
H -1.02 -1.11 2.23 0.142
```

## Properties
Frontier orbital gap ... 7.764 eV
Highest occupied orbital energy ... -8.93 eV

Stability, highest: arrangement w

Arrangement w

Molecular formula: C3H10N3O
Method: DFT, ωB97M-V with the def2-TZVPD basis set

XYZ file:
```
17
Properties=species:S:1:pos:R:3:nbo_charge:R:1
C 1.04 -1.18 0.79 0.753
C -1.60 0.75 1.11 -0.660
C -1.17 -0.44 0.22 0.269
N 1.80 -2.00 1.17 -0.535
N 0.25 -0.51 0.04 -0.615
N 1.76 0.96 -1.58 -1.056
O -1.57 -0.35 -1.10 -0.717
H -2.67 0.91 1.09 0.245
H -1.36 1.70 0.71 0.229
H -1.20 0.68 2.10 0.228
H -1.63 -1.51 0.60 0.187
H 2.37 -2.30 2.01 0.485
H 0.79 0.18 -0.66 0.464
H 1.63 1.83 -1.04 0.405
H 1.40 0.99 -2.57 0.420
H 2.69 0.66 -1.64 0.398
H -2.51 -0.37 -1.25 0.501
```

## Properties
Frontier orbital gap ... 11.099 eV
Charge ... +1
Highest occupied orbital energy ... -14.42 eV

Arrangement x

Molecular formula: C3H10N3O
Method: DFT, ωB97M-V with the def2-TZVPD basis set

XYZ file:
```
17
Properties=species:S:1:pos:R:3:nbo_charge:R:1
O 0.52 2.89 0.22 -0.488
C 0.96 2.00 0.89 0.420
C 1.43 0.72 0.25 -0.344
N 0.85 0.67 -1.12 -0.723
H 1.00 2.08 1.98 0.160
H 2.51 0.66 0.23 0.258
H 1.07 -0.13 0.83 0.246
H 1.37 0.03 -1.71 0.433
H -0.18 0.34 -1.01 0.468
H 0.84 1.62 -1.51 0.454
N -0.91 -2.43 0.09 -0.794
C -1.67 -1.33 0.33 0.331
N -1.62 -0.29 -0.40 -0.809
H -0.52 -2.54 -0.83 0.401
H -1.10 -3.25 0.64 0.416
H -2.31 -1.48 1.21 0.186
H -2.25 0.44 -0.10 0.385
```

## Properties
Frontier orbital gap ... 10.767 eV
Charge ... +1
Highest occupied orbital energy ... -13.96 eV

Stability, highest: arrangement x